[1]
The following is a quantum chemistry calculation of a cluster of 2 separate species, C5H14 in total at a distorted geometry, from the OMol25 dataset.

Geometry as ORCA input:
```
! wB97M-V def2-TZVPD RIJCOSX def2/J DEFGRID3
* xyz -1 2
C -0.7032 1.2027 -1.2665
C -2.1693 1.5716 -1.5396
C -0.3110 1.7069 0.0845
H -0.1741 1.4147 -2.2206
H -0.6406 0.0851 -1.3620
H -2.8439 1.4016 -0.6946
H -2.0527 2.6792 -1.7004
H 0.8210 1.9101 0.0070
H -0.5420 1.0159 0.8867
H -2.6182 0.9732 -2.3249
H -0.7130 2.7055 0.2146
C 0.8514 -1.7110 0.9511
C 2.0666 -2.3312 1.5675
H 1.0649 -1.2970 -0.0445
H 0.1792 -2.5299 0.7167
H 0.4560 -1.0019 1.6503
H 1.9268 -2.8145 2.5510
H 2.9962 -1.7778 1.5508
H 2.4060 -3.2032 0.9730
*
```

Output
LUMO level (alpha / beta): 4.09 / 4.21 eV
strongest force on any atom: 3.619 eV/Å
energy relative to the best compared isomer or geometry (same formula, charge and spin): 0.879 eV
gap between HOMO and LUMO (alpha / beta): 2.5 / 11.7 eV

---

[2]
The following is a quantum chemistry calculation of a cluster of 2 separate species, C5H14 in total at a distorted geometry, from the OMol25 dataset.

Geometry as ORCA input:
```
! wB97M-V def2-TZVPD RIJCOSX def2/J DEFGRID3
* xyz 0 1
C 0.7501 -0.9388 -0.9539
C -0.4776 -1.5759 -0.2929
C -0.6204 -3.0851 -0.4093
H 0.9232 0.0065 -0.4538
H 1.5835 -1.6217 -0.7513
H 0.6960 -0.9210 -2.0416
H -1.4093 -1.1028 -0.6147
H -0.4192 -1.3073 0.7662
H -1.0190 -3.5853 0.4716
H 0.3418 -3.5730 -0.5877
H -1.2422 -3.4050 -1.2442
C -0.3670 2.5941 0.2001
C 0.5741 2.6731 1.4086
H 0.1198 3.0653 -0.6641
H -0.5309 1.6114 -0.2449
H -1.3347 3.0644 0.3474
H -0.0307 2.6270 2.3098
H 1.1442 3.5970 1.3754
H 1.3184 1.8770 1.3791
*
```

Output
LUMO level: 1.15 eV
strongest force on any atom: 1.465 eV/Å
energy relative to the best compared isomer or geometry (same formula, charge and spin): 0.387 eV
SMILES: CCC.CC
gap between HOMO and LUMO: 12.4 eV

---

[3]
The following is a quantum chemistry calculation of a cluster of 2 separate species, C5H14 in total at a distorted geometry, from the OMol25 dataset.

Geometry as ORCA input:
```
! wB97M-V def2-TZVPD RIJCOSX def2/J DEFGRID3
* xyz 0 1
C -0.2346 -1.7916 -2.0879
C -0.0452 -1.7249 -0.5585
C 1.4185 -2.1475 -0.2296
H -0.2820 -2.8265 -2.4769
H 0.6114 -1.3527 -2.5884
H -1.1425 -1.3121 -2.3903
H -0.3114 -0.7508 -0.2293
H -0.7460 -2.4475 -0.1207
H 1.4997 -3.2312 -0.2241
H 2.2274 -1.7306 -0.8816
H 1.7198 -1.8276 0.7837
C -0.5068 3.4320 1.1405
C -0.6573 2.0367 1.6679
H -1.4759 3.8498 0.8772
H 0.0379 4.0778 1.8585
H 0.2210 3.4059 0.1788
H -0.8038 2.1355 2.7793
H 0.2732 1.5087 1.6190
H -1.5254 1.6040 1.1930
*
```

Output
LUMO level: 1.06 eV
strongest force on any atom: 3.381 eV/Å
energy relative to the best compared isomer or geometry (same formula, charge and spin): 0.620 eV
SMILES: CCC.CC
gap between HOMO and LUMO: 12.3 eV

---

[4]
The following is a quantum chemistry calculation of a cluster of 2 separate species, C5H14 in total at a distorted geometry, from the OMol25 dataset.

Geometry as ORCA input:
```
! wB97M-V def2-TZVPD RIJCOSX def2/J DEFGRID3
* xyz 0 1
C -1.3617 -1.3485 -1.2732
C -0.9855 0.0358 -0.8290
C -0.5516 1.0349 -1.9286
H -1.7491 -1.9139 -0.4133
H -0.4903 -1.9392 -1.5659
H -2.0876 -1.4993 -2.0671
H -1.7164 0.5414 -0.1950
H -0.0819 0.0133 -0.2213
H -1.3761 1.3457 -2.5779
H -0.2549 1.9562 -1.4289
H 0.2589 0.6135 -2.5230
C 0.9596 -0.5044 2.0141
C 1.6594 0.8165 1.6891
H 1.2232 -0.7752 3.0380
H -0.1220 -0.4821 1.9038
H 1.2125 -1.3837 1.4100
H 2.6363 0.8145 2.1533
H 1.7273 1.0596 0.6291
H 1.1000 1.6150 2.1858
*
```

Output
LUMO level: 1.12 eV
strongest force on any atom: 1.757 eV/Å
energy relative to the best compared isomer or geometry (same formula, charge and spin): 0.336 eV
SMILES: CCC.CC
gap between HOMO and LUMO: 12.4 eV

---

[5]
The following is a quantum chemistry calculation of a cluster of 2 separate species, C5H14 in total at a distorted geometry, from the OMol25 dataset.

Geometry as ORCA input:
```
! wB97M-V def2-TZVPD RIJCOSX def2/J DEFGRID3
* xyz 0 1
C 0.9771 -1.2286 1.4672
C 0.9936 0.0658 0.5732
C 2.3602 0.5964 -0.0687
H 1.1388 -2.0706 0.7894
H -0.1979 -1.2847 1.6339
H 1.4782 -1.0847 2.4408
H 0.3403 -0.0414 -0.3650
H 0.4669 0.8712 1.1553
H 3.1289 -0.3056 -0.0987
H 2.2146 0.8180 -1.1208
H 2.7992 1.5043 0.5135
C -2.0442 -0.4916 -0.7978
C -2.0465 1.0303 -0.8863
H -0.9805 -0.8233 -0.5440
H -2.8585 -0.7309 -0.0278
H -1.8642 -0.9371 -1.7651
H -1.4229 1.2008 -1.7065
H -1.4920 1.5486 -0.0573
H -2.9913 1.3629 -1.1351
*
```

Output
LUMO level: 1.04 eV
strongest force on any atom: 4.065 eV/Å
energy relative to the best compared isomer or geometry (same formula, charge and spin): 2.181 eV
SMILES: CCC.CC
gap between HOMO and LUMO: 11.6 eV

---

[6]
The following is a quantum chemistry calculation of a cluster of 2 separate species, C5H14 in total, from the OMol25 dataset.

Geometry as ORCA input:
```
! wB97M-V def2-TZVPD RIJCOSX def2/J DEFGRID3
* xyz 0 1
C 0.9987 0.4037 1.0467
C 1.1113 -1.0434 1.5226
C 0.8529 -1.1793 3.0353
H 0.7953 0.4718 -0.0219
H 1.9462 0.9318 1.1661
H 0.2332 1.0010 1.5491
H 0.3675 -1.6434 0.9909
H 2.1289 -1.3752 1.3237
H 1.2714 -0.2927 3.5135
H -0.2137 -1.2066 3.2544
H 1.3938 -2.0255 3.4552
C -1.4658 0.5187 -3.4022
C -1.3376 1.1902 -2.0471
H -1.0001 1.1482 -4.1638
H -0.9785 -0.4570 -3.4469
H -2.4957 0.3867 -3.7348
H -2.1179 0.9628 -1.3103
H -1.3617 2.2798 -2.1234
H -0.4033 0.8947 -1.5788
*
```

Output
LUMO level: 1.14 eV
strongest force on any atom: 0.858 eV/Å
energy relative to the best compared isomer or geometry (same formula, charge and spin): 0.268 eV
SMILES: CCC.CC
gap between HOMO and LUMO: 12.6 eV

---

[7]
The following is a quantum chemistry calculation of a cluster of 2 separate species, C5H14 in total at a distorted geometry, from the OMol25 dataset.

Geometry as ORCA input:
```
! wB97M-V def2-TZVPD RIJCOSX def2/J DEFGRID3
* xyz 0 1
C 1.0049 1.6619 0.5193
C 1.7387 0.3677 0.8104
C 1.5548 -0.1605 2.2322
H 0.4431 1.6335 -0.3952
H 1.7213 2.4951 0.5851
H 0.3686 2.0678 1.3284
H 1.2173 -0.3574 0.1729
H 2.7816 0.4989 0.5286
H 2.2322 -0.9462 2.5670
H 1.6648 0.7143 2.8615
H 0.4995 -0.4176 2.4168
C -1.4259 -0.8689 -1.0417
C -2.3673 -1.0076 -2.2458
H -1.2823 0.1629 -0.7108
H -1.8150 -1.3407 -0.1394
H -0.5130 -1.2287 -1.4948
H -1.9788 -1.8575 -2.8306
H -2.4290 -0.1216 -2.9082
H -3.4154 -1.2954 -2.2553
*
```

Output
LUMO level: 1.11 eV
strongest force on any atom: 2.484 eV/Å
energy relative to the best compared isomer or geometry (same formula, charge and spin): 1.006 eV
SMILES: CCC.CC
gap between HOMO and LUMO: 12.2 eV

---

[8]
The following is a quantum chemistry calculation of a cluster of 2 separate species, C5H14 in total at a distorted geometry, from the OMol25 dataset.

Geometry as ORCA input:
```
! wB97M-V def2-TZVPD RIJCOSX def2/J DEFGRID3
* xyz 0 1
C -1.0185 0.2392 1.5012
C -1.6361 1.1416 0.4344
C -0.8053 2.4113 0.2970
H 0.0197 -0.0356 1.2976
H -1.5112 -0.7263 1.6379
H -1.0275 0.7630 2.4638
H -1.6722 0.6150 -0.5211
H -2.5825 1.4524 0.8646
H 0.2672 2.2680 0.1802
H -1.0871 2.9876 -0.5870
H -0.9799 3.1255 1.1001
C 2.1402 -1.6940 -0.6211
C 0.8816 -1.7062 -1.4906
H 2.4953 -2.7345 -0.6766
H 2.9890 -1.2122 -1.1041
H 1.9409 -1.5461 0.4350
H 1.1117 -2.2389 -2.4224
H 0.0852 -2.3544 -1.1105
H 0.3896 -0.7555 -1.6785
*
```

Output
LUMO level: 1.15 eV
strongest force on any atom: 2.071 eV/Å
energy relative to the best compared isomer or geometry (same formula, charge and spin): 0.450 eV
SMILES: CCC.CC
gap between HOMO and LUMO: 12.7 eV

---

[9]
The following is a quantum chemistry calculation of a cluster of 2 separate species, C5H14 in total at a distorted geometry, from the OMol25 dataset.

Geometry as ORCA input:
```
! wB97M-V def2-TZVPD RIJCOSX def2/J DEFGRID3
* xyz 0 1
C -0.7072 -0.8549 -1.7579
C 0.1313 0.4144 -1.5969
C 0.7477 1.0165 -2.8468
H -1.4903 -0.6907 -2.5040
H -1.1667 -1.0673 -0.7963
H -0.0748 -1.6579 -2.1402
H -0.5302 1.1587 -1.1559
H 0.9109 0.2124 -0.8532
H 1.1523 0.2550 -3.5201
H 0.0305 1.5622 -3.4646
H 1.5680 1.6702 -2.5483
C -0.7585 0.1158 2.9118
C 0.6008 -0.6619 3.1289
H -0.5588 1.1728 2.8143
H -1.2568 -0.2000 2.0026
H -1.3279 -0.1298 3.8031
H 0.9873 -1.1109 2.2207
H 1.3135 0.0355 3.5621
H 0.3657 -1.4251 3.8641
*
```

Output
LUMO level: 1.11 eV
strongest force on any atom: 1.708 eV/Å
energy relative to the best compared isomer or geometry (same formula, charge and spin): 0.321 eV
SMILES: CCC.CC
gap between HOMO and LUMO: 12.5 eV

---

[10]
The following is a quantum chemistry calculation of a cluster of 2 separate species, C5H14 in total at a distorted geometry, from the OMol25 dataset.

Geometry as ORCA input:
```
! wB97M-V def2-TZVPD RIJCOSX def2/J DEFGRID3
* xyz 0 1
C -0.3346 1.3986 1.7272
C 0.9312 0.5290 1.8262
C 0.7308 -0.9888 1.8415
H -0.1620 2.3438 2.2467
H -0.5680 1.6494 0.6970
H -1.1236 0.9041 2.2754
H 1.4531 0.6894 2.7478
H 1.5939 0.7723 1.0004
H 1.7387 -1.3412 2.0194
H 0.3490 -1.5131 0.9575
H 0.0099 -1.3801 2.5699
C -1.3234 -0.1362 -2.5432
C 0.1244 -0.6505 -2.4614
H -1.9069 -0.7888 -3.1796
H -1.7162 -0.0153 -1.5283
H -1.3808 0.9186 -2.8227
H 0.4164 -1.1168 -1.5164
H 0.8483 0.1472 -2.6458
H 0.3199 -1.4217 -3.2114
*
```

Output
LUMO level: 1.13 eV
strongest force on any atom: 1.463 eV/Å
energy relative to the best compared isomer or geometry (same formula, charge and spin): 0.568 eV
SMILES: CCC.CC
gap between HOMO and LUMO: 12.5 eV

---

[11]
The following is a quantum chemistry calculation of a cluster of 2 separate species, C5H14 in total at a distorted geometry, from the OMol25 dataset.

Geometry as ORCA input:
```
! wB97M-V def2-TZVPD RIJCOSX def2/J DEFGRID3
* xyz 0 1
C 1.4365 0.8263 1.5128
C -0.0809 1.0464 1.4831
C -0.4421 2.1142 0.4525
H 1.6170 0.4780 0.4422
H 2.0826 1.6760 1.7534
H 1.7897 -0.0306 2.1197
H -0.4906 0.0654 1.2673
H -0.3641 1.4574 2.4540
H -0.3551 3.1076 0.8436
H 0.1122 1.9982 -0.5044
H -1.4467 1.9159 0.0483
C -0.9114 -1.5744 -2.0993
C -0.1137 -2.0859 -0.8937
H -0.1794 -1.1428 -2.7940
H -1.5150 -2.4053 -2.4492
H -1.4830 -0.6803 -1.8187
H 0.2788 -1.2339 -0.3470
H 0.6998 -2.7336 -1.2367
H -0.6347 -2.7985 -0.2339
*
```

Output
LUMO level: 1.13 eV
strongest force on any atom: 2.329 eV/Å
energy relative to the best compared isomer or geometry (same formula, charge and spin): 0.599 eV
SMILES: CCC.CC
gap between HOMO and LUMO: 12.4 eV

---

[12]
The following is a quantum chemistry calculation of a cluster of 2 separate species, C5H14 in total at a distorted geometry, from the OMol25 dataset.

Geometry as ORCA input:
```
! wB97M-V def2-TZVPD RIJCOSX def2/J DEFGRID3
* xyz 0 1
C 1.1334 0.5846 -1.7543
C 1.0769 1.8128 -0.8595
C -0.3330 2.0665 -0.2363
H 0.4915 -0.0969 -1.2166
H 2.1284 0.1032 -1.7899
H 0.8749 0.6907 -2.7994
H 1.7056 1.5952 0.0342
H 1.3604 2.7260 -1.4043
H -0.6058 1.0974 0.2202
H -0.2039 2.7802 0.5699
H -1.0955 2.3473 -0.9681
C -0.8421 -2.8347 1.6655
C -0.9136 -1.4156 1.0844
H 0.2037 -3.1077 1.8786
H -1.4151 -2.8222 2.6072
H -1.2232 -3.5537 0.9393
H -1.9005 -0.9884 0.9766
H -0.6210 -1.3831 0.0146
H -0.2702 -0.7613 1.6530
*
```

Output
LUMO level: 1.09 eV
strongest force on any atom: 1.614 eV/Å
energy relative to the best compared isomer or geometry (same formula, charge and spin): 0.475 eV
SMILES: CCC.CC
gap between HOMO and LUMO: 12.2 eV

---

[13]
The following is a quantum chemistry calculation of a cluster of 2 separate species, C5H14 in total at a distorted geometry, from the OMol25 dataset.

Geometry as ORCA input:
```
! wB97M-V def2-TZVPD RIJCOSX def2/J DEFGRID3
* xyz 0 1
C -2.1942 -1.4976 1.0987
C -1.7540 -0.4358 0.0893
C -1.4161 -1.0143 -1.2927
H -1.4594 -1.5547 1.9007
H -3.0941 -1.3089 1.6805
H -2.2931 -2.5071 0.6956
H -0.8965 0.0503 0.5418
H -2.5575 0.3070 -0.0491
H -2.2846 -0.8303 -1.9617
H -1.3858 -2.0921 -1.4699
H -0.6623 -0.4074 -1.7781
C 2.5533 2.1979 0.1801
C 2.6242 0.6887 -0.0598
H 3.1519 2.5091 1.0432
H 2.9101 2.7679 -0.6782
H 1.5509 2.5792 0.4063
H 1.6557 0.3759 -0.4474
H 3.3531 0.3917 -0.8045
H 2.8824 0.1269 0.8407
*
```

Output
LUMO level: 1.11 eV
strongest force on any atom: 2.347 eV/Å
energy relative to the best compared isomer or geometry (same formula, charge and spin): 0.681 eV
SMILES: CCC.CC
gap between HOMO and LUMO: 12.1 eV